No. 1
Molecular formula: C28H54Ba2F6N2O28P4
Method: DFT, ωB97M-V/def2-TZVPD

Values from the calculation:
- ΔE to the lowest compared entry with this formula, charge and spin: 0.0000 eV
- Expectation value of S²: 0.773
- LUMO level (spin up / spin down): -0.1287 / -0.1312 hartree
- HOMO (spin up / spin down): -6.6 / -8.5 eV
- Frontier orbital gap (spin up / spin down): 3.1 / 4.9 eV
- 2S+1: 2
- Charge: +1

Element x y z (Å)
Ba (14.3220, -8.4307, -38.9433)
Ba (6.8094, -5.7592, -34.2627)
P (8.5127, -7.6343, -30.7865)
P (8.0199, -1.8697, -40.8837)
P (14.8640, -4.7028, -40.4063)
P (4.5738, -9.1094, -33.2839)
F (13.2586, -11.9918, -33.1418)
F (13.6046, -11.1307, -35.0377)
F (5.5836, -4.1540, -42.9123)
F (6.9852, -3.1541, -44.2871)
F (12.5676, -10.0187, -33.4754)
F (5.6984, -4.7426, -44.9763)
O (8.5975, -0.6464, -39.8897)
O (7.9266, -5.1701, -42.2931)
O (15.8185, -3.6274, -39.5530)
O (9.1339, -9.1074, -31.1644)
O (7.8899, -6.8735, -31.9200)
O (5.2404, -9.0356, -38.0295)
O (12.2047, -9.1347, -36.9664)
O (10.5776, -12.1305, -33.7548)
O (4.5096, -8.7751, -31.7249)
O (15.6372, -4.9031, -41.7862)
O (8.2558, -7.7725, -34.8568)
O (7.0138, -2.6646, -39.8809)
O (9.7153, -6.8607, -29.9571)
O (7.9805, -5.7827, -36.6457)
O (11.5689, -7.3004, -39.1002)
O (5.5492, -11.0692, -37.4401)
O (13.5410, -3.8289, -40.8464)
O (13.5457, -2.9087, -36.0990)
O (14.5717, -5.9421, -39.6984)
O (11.4546, -12.0675, -35.8780)
O (5.4544, -10.4730, -33.4034)
O (9.1339, -2.7053, -41.3859)
O (7.0552, -1.2291, -42.0260)
O (11.4130, -3.0402, -36.7197)
O (5.1056, -7.9505, -34.0640)
O (3.0425, -9.5270, -33.6860)
O (7.8495, -6.3584, -44.1741)
O (7.4338, -7.9274, -29.5843)
N (12.5587, -3.5039, -36.5347)
N (5.9785, -9.9714, -37.8086)
C (12.7491, -11.1720, -34.0908)
C (6.7619, -6.8459, -29.0860)
C (9.7674, -6.5524, -37.9909)
C (9.1154, -7.7141, -35.7274)
C (11.4541, -11.7680, -34.6088)
C (6.8603, -10.4648, -33.0988)
C (12.3275, -4.4844, -41.1264)
C (8.9223, -6.5701, -36.8144)
C (10.7975, -7.4954, -38.0625)
C (10.1253, -9.2668, -32.1814)
C (15.6437, -2.2155, -39.5952)
C (8.8874, -6.0077, -41.6151)
C (2.6364, -9.5619, -35.0375)
C (7.4455, -9.8379, -38.0454)
C (7.5221, -5.3687, -43.5389)
C (10.3345, -8.4761, -35.8308)
C (12.8924, -4.7853, -37.1597)
C (3.5143, -7.9036, -31.2172)
C (10.5816, -7.5418, -29.0877)
C (6.4353, -4.3514, -43.9216)
C (8.0433, -7.0961, -40.8856)
C (15.2547, -6.0062, -42.6036)
C (7.5644, -3.5143, -38.9109)
C (7.8163, 0.4247, -39.4476)
C (11.1138, -8.4169, -36.9407)
C (7.3795, -0.0801, -42.6756)
C (10.4393, -12.9123, -36.5231)
C (10.9638, -14.2854, -36.5089)
H (10.6773, -6.9208, -28.1970)
H (1.7393, -10.1644, -35.1802)
H (14.5613, -2.0912, -39.6271)
H (13.6813, -5.2966, -36.6080)
H (7.3944, -7.6118, -41.5935)
H (7.0364, -10.2456, -32.0457)
H (11.5421, -7.6452, -29.5925)
H (10.6275, -8.3648, -32.5310)
H (2.2681, -8.5729, -35.3101)
H (6.9350, -0.1408, -43.6689)
H (15.9605, -6.8104, -42.3954)
H (9.7700, -9.8228, -33.0490)
H (6.7692, -3.4998, -38.1656)
H (11.9903, -5.3805, -37.0181)
H (8.4622, -0.0728, -42.8016)
H (9.5187, -12.9018, -35.9395)
H (9.6380, -6.4277, -42.2846)
H (10.9179, -14.7465, -35.5222)
H (12.3065, -5.5358, -41.4130)
H (15.2950, -5.5611, -43.5978)
H (7.5028, 1.1348, -40.2129)
H (10.2308, -8.4835, -28.6654)
H (3.7208, -7.3138, -30.3241)
H (6.8659, 0.7891, -42.2647)
H (7.7783, -10.5604, -38.7906)
H (9.4066, -5.4585, -40.8297)
H (16.0603, -1.7080, -38.7252)
H (8.2809, 1.0276, -38.6674)
H (7.6169, -8.8490, -38.4706)
H (7.4568, -9.7919, -33.7149)
H (10.5000, -9.2447, -35.0904)
H (3.4896, -9.7689, -35.6835)
H (7.4349, -6.7521, -40.0492)
H (16.0136, -1.7345, -40.5008)
H (9.6910, -5.8062, -38.7679)
H (7.9122, -9.9758, -37.0700)
H (8.7828, -7.8340, -40.5746)
H (7.6285, -4.5734, -39.1608)
H (7.0977, -5.9241, -29.5610)
H (2.6550, -8.5317, -30.9825)
H (14.2202, -6.3273, -42.4819)
H (3.1704, -7.1876, -31.9636)
H (6.8782, 0.0977, -38.9993)
H (12.0016, -14.4459, -36.8007)
H (10.3552, -14.9278, -37.1453)
H (11.7084, -4.2733, -40.2545)
H (10.8391, -9.8949, -31.6483)
H (6.7950, -6.8768, -27.9969)
H (5.7178, -7.0513, -29.3220)
H (8.3147, -3.0399, -38.2783)
H (10.1549, -12.4868, -37.4855)
H (7.2913, -11.4608, -33.2004)
H (11.7374, -3.9781, -41.8903)
H (13.0579, -4.5362, -38.2078)

No. 2
Molecular formula: C3H4Cl4CrN
Method: DFT, ωB97M-V/def2-TZVPD

Values from the calculation:
- ΔE to the lowest compared entry with this formula, charge and spin: 0.6316 eV
- Expectation value of S²: 8.858
- LUMO level (spin up / spin down): -0.4445 / -0.5031 hartree
- HOMO (spin up / spin down): -16.6 / -16.6 eV
- Frontier orbital gap (spin up / spin down): 4.5 / 2.9 eV
- 2S+1: 6
- Charge: +2

Element x y z (Å)
Cr (1.3239, 1.9236, 3.6929)
Cl (-2.8130, 2.4077, -1.1171)
Cl (-0.5270, 0.9153, -2.2355)
Cl (0.0349, 2.0750, 1.5138)
Cl (-3.1450, -0.4026, -1.7983)
N (3.0010, -2.7134, -0.6078)
C (-2.0264, 0.8196, -1.2014)
C (2.1786, -1.9780, -0.1503)
C (1.1722, -1.0409, 0.4537)
H (1.2217, -0.0070, 0.1120)
H (1.1082, -1.1092, 1.5397)
H (0.2381, -1.3685, -0.0026)
H (-1.7673, 0.4784, -0.1992)

No. 3
Molecular formula: EuFH2O
Method: DFT, ωB97M-V/def2-TZVPD

Values from the calculation:
- Expectation value of S²: 12.070
- LUMO level (spin up / spin down): -0.5698 / -0.4294 hartree
- HOMO (spin up / spin down): -22.9 / -23.1 eV
- Frontier orbital gap (spin up / spin down): 7.4 / 11.4 eV
- 2S+1: 7
- Charge: +2

Element x y z (Å)
Eu (1.0293, -1.3788, -0.2236)
F (-1.1663, -1.3693, -0.5664)
O (0.3294, 0.7753, 0.0789)
H (0.5894, 1.3241, 0.8271)
H (-0.7818, 0.6489, -0.1160)

No. 4
Molecular formula: C19H29O2Tl
Method: DFT, ωB97M-V/def2-TZVPD

Values from the calculation:
- ΔE to the lowest compared entry with this formula, charge and spin: 3.5031 eV
- LUMO level (spin up / spin down): 0.1882 / 0.1590 hartree
- HOMO (spin up / spin down): -0.9 / -0.8 eV
- Frontier orbital gap (spin up / spin down): 6.0 / 5.1 eV
- Charge: -2

Element x y z (Å)
Tl (0.0036, -0.2383, 0.7173)
O (0.5452, 1.9761, 1.0267)
O (0.0378, 0.6403, -1.1876)
C (2.6773, -1.9426, -0.3888)
C (-3.0777, -1.7716, 0.4398)
C (1.6474, -2.9341, -0.5849)
C (1.0625, 1.4481, 3.3431)
C (-0.4328, -0.7438, -3.9825)
C (1.2509, -3.4084, 0.7114)
C (2.3572, 3.1116, 1.9703)
C (-3.3581, -0.4161, 0.0156)
C (-0.0035, 3.6042, 2.6147)
C (-1.3592, -1.6228, -3.2896)
C (0.9748, 2.4891, 2.2181)
C (0.9832, -1.0355, -3.9669)
C (-0.7466, 0.7112, -3.8283)
C (-3.2257, 0.4189, 1.1728)
C (-0.4835, 1.3209, -2.2723)
C (2.9141, -1.8246, 1.0211)
C (2.0330, -2.7328, 1.7005)
C (-2.8714, -0.3895, 2.3000)
C (-2.7799, -1.7509, 1.8345)
H (3.1853, -1.4017, -1.1750)
H (-0.1815, 1.3645, -4.4898)
H (-2.7283, -0.0481, 3.3130)
H (-1.4310, 1.7068, -1.8822)
H (-1.0091, -2.3660, -2.5585)
H (-2.2513, -1.2067, -2.7969)
H (1.3583, -1.8763, -3.3726)
H (3.0557, 2.3467, 1.6107)
H (0.5017, -4.1776, 0.8979)
H (1.4088, 1.9153, 4.2720)
H (-3.6431, -0.1070, -0.9708)
H (2.7667, 3.5773, 2.8735)
H (1.9904, -2.8957, 2.7728)
H (-3.3895, 1.5052, 1.1913)
H (-2.5554, -2.6174, 2.4531)
H (-3.1245, -2.6479, -0.1980)
H (2.2698, 3.8713, 1.1838)
H (0.2959, 4.0951, 3.5474)
H (-0.0368, 4.3503, 1.8113)
H (-1.7709, 0.9881, -4.0705)
H (1.0892, -1.3216, -5.0198)
H (1.7625, 0.6455, 3.0757)
H (3.6533, -1.1788, 1.4908)
H (-1.7037, -2.1997, -4.1578)
H (1.2719, -3.2769, -1.5364)
H (0.2759, 2.1035, -2.3282)
H (1.7273, -0.2500, -3.7773)
H (-1.0149, 3.1960, 2.7287)
H (0.0786, 0.9967, 3.5269)

No. 5
Molecular formula: C3H14N2O2
Method: DFT, ωB97M-V/def2-TZVPD

Values from the calculation:
- ΔE to the lowest compared entry with this formula, charge and spin: 1.7340 eV
- LUMO level: 0.0243 hartree
- HOMO: -8.6 eV
- Frontier orbital gap: 9.2 eV

Element x y z (Å)
O (-1.1216, 1.7385, -2.7775)
O (-4.1326, 1.1407, 0.1108)
N (1.2609, -0.4921, 0.3091)
N (2.8289, 1.1476, 0.5283)
C (1.4879, 0.7787, 0.9843)
C (0.0771, -1.2402, 0.7495)
C (-0.2397, -2.6228, 0.1027)
H (-0.8556, -3.1992, 0.7919)
H (1.4511, 0.6064, 2.0812)
H (-0.7046, 2.5976, -2.8342)
H (-0.7216, -0.5393, 0.3862)
H (0.0945, -1.3301, 1.8350)
H (2.8896, 1.5422, -0.4022)
H (2.1307, -0.9928, 0.2255)
H (-0.8646, -2.4119, -0.7652)
H (-3.3529, 0.8811, -0.3802)
H (0.7293, -3.1187, 0.0415)
H (-0.4254, 1.1210, -2.5426)
H (-4.9154, 1.0869, -0.4403)
H (3.4526, 1.5978, 1.1786)
H (0.9311, 1.7087, 0.8178)

No. 6
Molecular formula: C20H26N2O3S
Method: DFT, ωB97M-V/def2-TZVPD

Values from the calculation:
- ΔE to the lowest compared entry with this formula, charge and spin: 0.0000 eV
- LUMO level: 0.0225 hartree
- HOMO: -7.9 eV
- Frontier orbital gap: 8.5 eV

Element x y z (Å)
S (-1.8761, -1.5824, -0.5732)
O (-4.5274, -2.9366, 0.4400)
O (-4.4126, 1.2924, -0.3696)
O (0.3156, 0.6261, 0.9091)
N (-2.1852, 1.1698, 0.1128)
N (1.7647, 1.8202, -0.3514)
C (3.5002, -1.4693, -1.1465)
C (-4.4832, -1.5795, 0.3256)
C (-2.6551, 3.5447, -0.1845)
C (-5.8127, -1.0042, 0.7078)
C (3.3453, 0.5078, 1.0096)
C (-2.5086, -3.2577, -0.8691)
C (-0.8422, 5.1190, -0.1174)
C (5.1567, -2.8132, 0.1897)
C (2.8302, 0.8273, -0.3951)
C (-3.3314, -3.6714, 0.3390)
C (4.4814, -0.5066, 0.9367)
C (-1.7677, 2.4876, 0.0161)
C (-2.1937, 4.8439, -0.2525)
C (4.0220, -1.7949, 0.2532)
C (0.0500, 4.0783, 0.0555)
C (-3.4186, 0.6388, -0.1134)
C (2.3612, -0.4578, -1.0832)
C (0.5834, 1.6388, 0.2722)
C (-0.3871, 2.7582, 0.1083)
C (-3.4135, -0.8457, -0.0342)
H (2.0047, -0.2251, -2.0895)
H (5.5127, -3.0528, 1.1891)
H (3.1485, -2.3818, -1.6319)
H (-3.1224, -3.2506, -1.7703)
H (-1.6458, -3.9054, -1.0057)
H (3.6882, 1.4265, 1.4912)
H (-3.6448, -4.7166, 0.2604)
H (1.5271, -0.8721, -0.5162)
H (-5.9098, -1.0059, 1.7930)
H (-2.8968, 5.6502, -0.3984)
H (4.8351, -0.7291, 1.9453)
H (-5.9186, 0.0072, 0.3350)
H (-1.4370, 0.5425, 0.4167)
H (-2.7329, -3.5444, 1.2510)
H (2.5218, 0.1015, 1.5966)
H (5.9917, -2.4177, -0.3853)
H (-3.7064, 3.3303, -0.2768)
H (1.8699, 2.6402, -0.9253)
H (1.1009, 4.2981, 0.1838)
H (4.8202, -3.7325, -0.2843)
H (5.3184, -0.0807, 0.3764)
H (-0.4856, 6.1375, -0.1464)
H (4.3174, -1.0645, -1.7500)
H (3.1990, -2.2202, 0.8372)
H (-6.5951, -1.6393, 0.2993)
H (3.6441, 1.2709, -0.9807)

No. 7
Molecular formula: C3H7O2PS
Method: DFT, ωB97M-V/def2-TZVPD

Values from the calculation:
- ΔE to the lowest compared entry with this formula, charge and spin: 0.9060 eV
- LUMO level: 0.0321 hartree
- HOMO: -8.7 eV
- Frontier orbital gap: 9.6 eV

Element x y z (Å)
S (-0.6933, -1.6868, -0.0460)
P (0.0470, 0.1506, -0.9771)
O (-0.7920, 1.3543, -0.2711)
O (1.4505, 0.1316, -0.0613)
C (-1.7729, 2.0827, -1.0284)
C (0.9315, -2.0217, 0.6904)
C (1.5189, -0.7052, 1.0173)
H (1.4926, -2.5958, -0.1153)
H (0.6159, -2.6230, 1.6003)
H (-1.4257, 3.0559, -1.5800)
H (0.9853, -0.2665, 1.8882)
H (-2.2276, 1.4384, -1.8271)
H (-2.6891, 2.3161, -0.3764)
H (2.5589, -0.6306, 1.0865)

No. 8
Molecular formula: C6H13IN
Method: DFT, ωB97M-V/def2-TZVPD

Values from the calculation:
- ΔE to the lowest compared entry with this formula, charge and spin: 3.1988 eV
- LUMO level (spin up / spin down): -0.2056 / -0.2360 hartree
- HOMO (spin up / spin down): -13.4 / -12.8 eV
- Frontier orbital gap (spin up / spin down): 7.8 / 6.4 eV
- Charge: +1

Element x y z (Å)
I (-4.5683, -1.2604, 1.6414)
N (-0.6735, -1.0627, -0.3940)
C (-1.9120, -0.6242, -0.4035)
C (0.5462, 1.0741, 0.4687)
C (0.3721, -0.2890, -0.1029)
C (-0.6284, -2.4615, -0.9282)
C (1.0791, 1.9535, -0.7670)
C (1.7009, 1.1504, 1.5065)
H (1.2477, 1.2206, -1.5367)
H (-0.5835, -3.0032, -0.0035)
H (2.0287, 2.3347, -0.5371)
H (-2.6886, -1.2784, -0.7215)
H (-1.4378, -2.5143, -1.6767)
H (-0.3220, 1.5158, 1.0800)
H (0.2869, -2.5339, -1.5549)
H (1.6295, 0.3667, 2.3130)
H (2.6945, 0.9334, 1.0356)
H (1.2678, -0.8594, -0.1217)
H (-2.2272, 0.3040, -0.0328)
H (0.4628, 2.8487, -1.1601)
H (1.7250, 2.1851, 1.8953)

What are the strongest force on any atom values for these records? In order: 0.11832, 0.10285, 0.08572, 0.08000, 0.03837, 0.01693, 0.08432, 0.05254 Eh/bohr.